--- i ---
Here is a molecular structure, C17H30INO5Si2Sn from OMol25. Energies are from ωB97M-V with the def2-TZVPD basis set.

```
! wB97M-V def2-TZVPD RIJCOSX def2/J DEFGRID3
* xyz 0 1
Sn 0.5204 0.6212 -0.1618
C 1.3143 0.4565 3.5179
Si 1.8734 -0.2870 1.8681
C 3.7593 -0.3473 1.7798
C 1.1833 -2.0704 1.8399
C 1.7268 -2.9191 2.8098
C 1.3324 -4.2396 2.9414
C 0.3684 -4.7512 2.0859
C -0.1828 -3.9281 1.1187
C 0.1996 -2.5902 0.9737
Si -0.6756 -1.6764 -0.4519
C -0.1706 -2.5558 -2.0437
C -2.5472 -1.7230 -0.1720
H 1.7156 -0.1251 4.3510
H 0.2257 0.4478 3.5882
H 1.6554 1.4878 3.6305
H 4.1640 -0.8656 2.6517
H 4.1812 0.6589 1.7626
H 4.0949 -0.8716 0.8846
H 2.4847 -2.5314 3.4844
H 1.7751 -4.8650 3.7065
H 0.0503 -5.7826 2.1710
H -0.9342 -4.3397 0.4506
H -0.5099 -3.5939 -2.0441
H 0.9171 -2.5532 -2.1332
H -0.5656 -2.0731 -2.9409
H -2.9177 -2.7478 -0.2507
H -3.0909 -1.1135 -0.8968
H -2.7844 -1.3525 0.8261
C 1.0903 2.7767 -3.3846
C 0.4256 1.4068 -3.4088
C -0.2182 1.1036 -4.7500
O -0.5800 1.4199 -2.3694
C 1.5103 0.3475 -3.0670
O 2.0351 -0.2988 -3.9523
O 1.8156 0.2586 -1.8090
H 0.3694 3.5495 -3.6537
H 1.9261 2.7960 -4.0833
H 1.4561 2.9770 -2.3773
H -0.8933 1.9107 -5.0385
H -0.7809 0.1664 -4.7018
H 0.5490 0.9804 -5.5094
H -1.2614 0.7823 -2.6133
N -2.6194 2.3468 -0.0282
C -2.5081 1.7438 1.1550
O -1.5571 1.0340 1.5055
C -3.6134 1.8990 2.1843
I -5.4431 2.8054 1.5508
H -1.7557 2.4949 -0.5527
H -3.3847 2.9733 -0.2124
H -3.2306 2.5104 2.9977
H -3.8575 0.9189 2.5806
C 0.2783 3.4838 0.8799
O 0.2280 2.6700 -0.2647
H 1.2064 4.0654 0.8974
H 0.2136 2.9211 1.8198
H -0.5635 4.1876 0.8583
*
```

orbital gap = 7.9627 eV
LUMO energy = 0.1 eV
HOMO energy = -0.290 Eh

=====

--- ii ---
Here is a molecular structure, C17H30INO5Si2Sn from OMol25. Energies are from ωB97M-V with the def2-TZVPD basis set.

```
! wB97M-V def2-TZVPD RIJCOSX def2/J DEFGRID3
* xyz 0 1
Sn -0.1475 -1.6622 -0.8080
C -2.3002 1.4074 1.2829
Si -0.5259 1.6030 1.8725
C 0.4698 2.6175 0.6446
C -0.3732 2.2548 3.6395
C -0.7231 3.4247 4.3147
C -0.4216 3.5577 5.6608
C 0.2295 2.5317 6.3437
C 0.5828 1.3638 5.6868
C 0.2840 1.2134 4.3321
Si 0.5394 -0.1347 3.0293
C -0.4142 -1.7076 3.4005
C 2.3291 -0.5441 2.6767
H -2.9205 1.0279 2.0971
H -2.3679 0.6929 0.4593
H -2.7292 2.3582 0.9541
H -0.0044 3.5864 0.4625
H 0.5829 2.1051 -0.3126
H 1.4677 2.8061 1.0448
H -1.2287 4.2332 3.7978
H -0.6903 4.4638 6.1902
H 0.4584 2.6535 7.3955
H 1.0898 0.5754 6.2325
H 0.0010 -2.2077 4.2792
H -0.3557 -2.4068 2.5636
H -1.4668 -1.4975 3.5967
H 2.7672 -1.0792 3.5235
H 2.9096 0.3666 2.5170
H 2.4141 -1.1670 1.7838
C 0.0188 1.9615 -3.5703
C -1.0151 0.8854 -3.2528
C -2.3440 1.1587 -3.9356
O -1.1969 0.7879 -1.8328
C -0.4382 -0.4660 -3.7042
O -0.5474 -0.8235 -4.8625
O 0.2153 -1.1355 -2.8035
H -0.3499 2.9386 -3.2488
H 0.2104 1.9988 -4.6423
H 0.9521 1.7508 -3.0472
H -2.7245 2.1394 -3.6389
H -3.0760 0.3996 -3.6595
H -2.2185 1.1432 -5.0161
H -1.5998 1.6030 -1.5134
N -1.1837 -4.8345 -3.7048
C -0.2275 -4.1225 -3.1058
O -0.3345 -3.7949 -1.9165
C 0.9557 -3.6826 -3.9282
I 1.6980 -5.1440 -5.2907
H -1.9851 -5.1144 -3.1649
H -1.0651 -5.1838 -4.6407
H 1.7660 -3.4131 -3.2619
H 0.6596 -2.8148 -4.5175
C 2.9071 -1.7302 -1.3164
O 1.7950 -1.8034 -0.4577
H 3.3046 -2.7329 -1.5162
H 3.7012 -1.1493 -0.8384
H 2.6664 -1.2578 -2.2734
*
```

orbital gap = 8.8719 eV
LUMO energy = 0.2 eV
HOMO energy = -0.317 Eh

=====

What should be chosen as the least stable of them? Choose i.

=====

--- i ---
Here is a single C3H3ClN2O molecule from OMol25. Energies are from ωB97M-V with the def2-TZVPD basis set.

```
! wB97M-V def2-TZVPD RIJCOSX def2/J DEFGRID3
* xyz 0 1
O 1.6262 0.3685 1.1608
C 0.5800 -0.2785 0.5987
N 0.2273 -1.5244 0.9689
N -0.9496 -1.9207 0.2991
C -1.2237 -0.8730 -0.4507
C -0.3222 0.1937 -0.3165
Cl -0.1439 1.6868 -1.0856
H 1.7094 1.1980 0.7060
H 0.7808 -2.1482 1.5202
H -2.2013 -0.8114 -0.9217
*
```

orbital gap = 9.4757 eV
LUMO energy = 0.6 eV
SMILES = Oc1[nH]ncc1Cl
HOMO energy = -0.325 Eh

=====

--- ii ---
Here is a single C3H3ClN2O molecule from OMol25. Energies are from ωB97M-V with the def2-TZVPD basis set.

```
! wB97M-V def2-TZVPD RIJCOSX def2/J DEFGRID3
* xyz 0 1
N 2.5428 -1.4799 -0.2034
C 1.7453 -0.6294 -0.0223
C 0.6590 0.2586 0.1527
C -0.5377 -0.2647 0.8923
Cl -1.7745 -0.9853 -0.3052
N 0.7595 1.4837 -0.2259
O -0.3215 2.2485 -0.0737
H -1.1846 0.5032 1.4517
H -0.2498 -1.0658 1.6526
H -0.1419 3.1113 -0.4569
*
```

orbital gap = 10.2400 eV
LUMO energy = -0.3 eV
SMILES = N#C/C(CCl)=N/O
HOMO energy = -0.389 Eh

=====

What should be chosen as the least stable of them? Choose ii.

=====

--- i ---
Here is a molecular structure, C4H6N4 from OMol25. Energies are from ωB97M-V with the def2-TZVPD basis set.

```
! wB97M-V def2-TZVPD RIJCOSX def2/J DEFGRID3
* xyz 0 1
C -2.0029 0.0992 -0.2556
C -0.9029 -0.3654 -1.3136
C 1.8396 -0.2565 0.5156
C -0.1062 0.3202 0.7114
H -2.3908 1.1011 -0.5380
H -2.9516 -0.5211 -0.1111
H -1.1830 0.1077 -2.2552
H -0.6168 -1.4508 -1.3456
H 2.0176 0.1739 -1.5281
H 2.8464 -0.6455 0.8205
N 0.1916 0.3796 -0.6624
N 1.4741 -0.2507 -0.7908
N 0.9910 0.1046 1.4144
N -1.3264 0.1165 1.0403
*
```

orbital gap = 9.3641 eV
LUMO energy = 0.8 eV
HOMO energy = -0.315 Eh

=====

--- ii ---
Here is a single C4H6N4 molecule from OMol25. Energies are from ωB97M-V with the def2-TZVPD basis set.

```
! wB97M-V def2-TZVPD RIJCOSX def2/J DEFGRID3
* xyz 0 1
H 3.6170 -0.9926 -0.5145
N 3.2691 0.0442 0.0795
C 2.0432 -0.2622 -0.2573
N 1.0913 0.6793 0.3567
N -0.1706 0.3276 0.1967
C -1.2725 1.1157 -0.0991
C -2.3658 0.2642 -0.1160
C -1.7971 -0.9644 0.2062
N -0.4841 -0.8655 0.4918
H 1.5445 -1.1645 -0.9072
H 1.3399 1.0739 1.3570
H -1.1418 2.2656 -0.1414
H -3.3653 0.4367 -0.5690
H -2.3076 -1.9581 -0.0835
*
```

orbital gap = 10.1218 eV
LUMO energy = 0.9 eV
SMILES = [H]/N=C/Nn1cccn1
HOMO energy = -0.338 Eh

=====

What should be chosen as the least stable of them? Choose ii.

=====

--- i ---
Here is a single C4H6N4 molecule from OMol25. Energies are from ωB97M-V with the def2-TZVPD basis set.

```
! wB97M-V def2-TZVPD RIJCOSX def2/J DEFGRID3
* xyz 0 1
H 3.2909 -1.0243 0.3331
N 2.5105 -0.2772 -0.0127
N 1.5268 -1.0160 -0.0956
C 0.2673 -0.5263 -0.2931
N -0.8435 -1.4025 -0.1464
C -1.9391 -0.6586 -0.0826
C -1.6703 0.6911 0.0101
C -0.2031 0.6905 -0.2822
N 0.6203 1.6884 -0.1930
H -0.4277 -2.4801 -0.0548
H -2.7586 -1.2587 0.2830
H -2.2755 1.6250 0.2281
H 1.5792 1.4947 0.0307
H 0.3229 2.4541 0.2754
*
```

orbital gap = 8.7438 eV
LUMO energy = 0.9 eV
SMILES = [H]/N=N/c1[nH]ccc1N
HOMO energy = -0.287 Eh

=====

--- ii ---
Here is a single C4H6N4 molecule from OMol25. Energies are from ωB97M-V with the def2-TZVPD basis set.

```
! wB97M-V def2-TZVPD RIJCOSX def2/J DEFGRID3
* xyz 0 1
H 3.3739 1.2688 -0.3484
N 2.2844 1.5116 0.1040
C 1.7073 0.4110 0.0088
C 2.4893 -0.7420 -0.1175
N 3.4085 -1.5204 0.1044
N 0.3465 0.2260 -0.2501
N -0.1757 -0.9666 -0.0744
C -1.4041 -0.9783 0.0517
C -2.3061 0.1598 -0.0002
H -0.0786 1.0586 0.2030
H -1.8686 -1.9895 -0.0665
H -3.2935 -0.1308 0.1669
H -2.1978 0.9863 -0.7203
H -2.2855 0.7055 0.9385
*
```

orbital gap = 9.8487 eV
LUMO energy = 0.1 eV
SMILES = [H]/N=C(\C#N)N/N=C\C
HOMO energy = -0.357 Eh

=====

--- iii ---
Here is a single C4H6N4 molecule from OMol25. Energies are from ωB97M-V with the def2-TZVPD basis set.

```
! wB97M-V def2-TZVPD RIJCOSX def2/J DEFGRID3
* xyz 0 1
C -0.5503 -1.4818 0.8737
N -0.0234 -2.0252 -0.3789
N 0.7447 -1.1160 -1.0556
C 0.4677 0.0383 -0.5639
C 0.4337 1.4740 -0.9790
N -0.4985 2.0177 0.0272
N -0.8844 1.0642 1.0052
C -0.3814 -0.0370 0.6136
H -1.4800 -1.9041 1.2335
H 0.1326 -1.6499 1.7433
H 0.5998 -2.7578 -0.2105
H 0.1016 1.7164 -2.0355
H 1.4154 1.9409 -0.8759
H -0.0774 2.7203 0.6028
*
```

orbital gap = 8.7199 eV
LUMO energy = 0.6 eV
SMILES = C1NN=C2CNN=C12
HOMO energy = -0.297 Eh

=====

--- iv ---
Here is a single C4H6N4 molecule from OMol25. Energies are from ωB97M-V with the def2-TZVPD basis set.

```
! wB97M-V def2-TZVPD RIJCOSX def2/J DEFGRID3
* xyz 0 1
N -1.4045 -1.7523 -0.8999
C -0.4380 -0.8488 -0.5230
N 0.8726 -1.1863 -0.9987
N 1.7028 -0.0592 -0.8249
C 0.8080 0.9642 -0.3273
C -0.5227 0.5198 0.0168
C -0.3782 1.1940 1.4775
N 1.1653 1.5426 0.9892
H -0.6307 -2.5497 -1.3367
H -2.1608 -2.0413 -0.0750
H 0.9284 -1.1982 -2.0845
H -0.9706 2.0604 1.4551
H -0.2910 0.7494 2.4670
H 1.3196 2.6054 0.6644
*
```

orbital gap = 8.2365 eV
LUMO energy = 0.3 eV
SMILES = Nc1[nH]nc2c1CN2
HOMO energy = -0.290 Eh

=====

What should be chosen as the least stable of them? Choose iv.

=====

--- i ---
Here is a single C4H6N4 molecule from OMol25. Energies are from ωB97M-V with the def2-TZVPD basis set.

```
! wB97M-V def2-TZVPD RIJCOSX def2/J DEFGRID3
* xyz 0 1
C 1.1198 -0.8563 -0.8451
C 0.4708 0.1641 -0.5366
C 1.1096 1.5811 -0.6167
N -0.6578 -0.0708 0.4499
C -1.1923 -1.2327 0.9186
N -2.2228 -0.8825 1.6731
N -2.4054 0.3205 1.6504
N -1.4187 0.9163 0.7824
H 0.8170 -1.9106 -0.4378
H 2.0820 -1.0869 -1.4024
H 1.8703 1.3725 -1.3657
H 0.3033 2.3361 -1.1267
H 1.3931 1.7989 0.4776
H -1.2689 -2.4497 0.3790
*
```

orbital gap = 10.0977 eV
LUMO energy = 0.3 eV
SMILES = C=C(C)n1cnnn1
HOMO energy = -0.359 Eh

=====

--- ii ---
Here is a single C4H6N4 molecule from OMol25. Energies are from ωB97M-V with the def2-TZVPD basis set.

```
! wB97M-V def2-TZVPD RIJCOSX def2/J DEFGRID3
* xyz 0 1
H 1.1054 2.1219 -0.7145
N 0.1595 2.1044 -0.3798
C -0.3333 0.9752 0.0222
N -1.6255 1.0416 0.3599
C 0.3172 -0.3249 -0.0367
C 1.7241 -0.3615 0.1216
C 2.8749 -0.5701 0.1480
N -0.3285 -1.4053 -0.0477
N -1.7015 -1.5848 -0.1919
H -1.8456 2.1193 0.4421
H -1.6853 0.5449 1.2926
H 3.8944 -0.5392 0.0865
H -2.2919 -0.9172 -0.7601
H -2.2024 -2.7329 -0.0602
*
```

orbital gap = 9.1605 eV
LUMO energy = 0.5 eV
SMILES = [H]/N=C(N)\C(C#C)=N/N
HOMO energy = -0.318 Eh

=====

What should be chosen as the least stable of them? Choose i.